(1)
C29H79BN7O9P | the ωB97M-V functional and the def2-TZVPD basis

Computed properties:
SMILES: CCOB(O)PN(C)C(C)=O.COC[C@@H](C)N.COC[C@@H](C)N.COC[C@@H](C)N.COC[C@@H](C)N.COC[C@@H](C)N.COC[C@@H](C)N
Frontier orbital gap: 8.36 eV
Net charge: 0
Max |F|: 8.249 eV Å⁻¹
HOMO level: -8.03 eV
Spin multiplicity: 1
Energy relative to the best compared isomer or geometry (same formula, charge and spin): 4.737 eV

```
126
Properties=species:S:1:pos:R:3:mulliken_charge:R:1
C -4.262 -3.894 -0.212 -0.86
C -4.500 -2.522 -1.106 0.17
O -3.539 -1.501 -0.674 -0.31
B -2.555 -1.155 -1.710 0.69
O -2.140 -1.968 -2.867 -0.51
P -1.641 0.558 -1.512 -0.43
N -0.679 0.356 -0.022 0.34
C 0.757 -0.033 -0.301 -0.52
C -0.793 1.538 0.917 0.20
C -1.727 1.298 2.282 -0.25
O -0.179 2.735 0.742 -0.59
H -3.366 -4.486 -0.680 0.23
H -4.097 -3.674 0.928 0.19
H -5.249 -4.550 -0.348 0.34
H -4.564 -2.703 -2.259 -0.15
H -5.577 -2.122 -0.782 0.28
H -2.059 -1.365 -3.687 0.29
H -2.700 1.547 -1.323 -0.02
H 1.271 -0.352 0.713 0.09
H 0.713 -1.031 -0.955 0.27
H 1.352 0.786 -0.899 0.19
H -1.605 0.164 2.578 0.06
H -1.416 2.048 3.136 0.11
H -2.850 1.473 1.939 0.10
C -0.214 2.745 6.329 -0.80
O 0.104 2.142 5.084 -0.30
C 1.240 2.710 4.426 -0.17
C 2.601 2.182 4.936 0.62
C 3.020 2.778 6.278 -1.62
N 2.604 0.716 5.044 -0.68
H -0.006 3.819 6.335 0.37
H 0.327 2.245 7.135 0.25
H -1.282 2.599 6.513 0.24
H 1.143 2.422 3.372 -0.20
H 1.197 3.805 4.452 0.53
H 3.362 2.474 4.202 0.18
H 2.475 2.347 7.120 0.30
H 4.085 2.592 6.460 0.40
H 2.868 3.862 6.290 0.34
H 2.418 0.321 4.122 0.17
H 1.779 0.450 5.591 0.39
C 0.378 -4.439 5.027 -0.73
O 0.467 -3.203 4.333 -0.32
C 1.298 -3.237 3.170 -0.28
C 0.605 -3.803 1.909 0.33
C 0.474 -5.324 1.917 -1.63
N -0.726 -3.210 1.714 -0.35
H 1.315 -5.003 4.988 0.34
H -0.444 -5.034 4.627 0.24
H 0.148 -4.223 6.074 0.24
H 1.562 -2.192 2.967 -0.01
H 2.240 -3.757 3.380 0.47
H 1.228 -3.538 1.046 0.35
H -0.322 -5.675 2.578 0.29
H 0.235 -5.690 0.912 0.37
H 1.411 -5.796 2.227 0.38
H -0.621 -2.200 1.612 -0.01
H -1.236 -3.312 2.596 0.33
C -8.328 4.278 2.164 -0.64
O -8.011 3.676 0.919 -0.38
C -6.875 4.243 0.261 -0.75
C -5.514 3.716 0.771 0.38
C -5.094 4.312 2.113 -1.46
N -5.511 2.249 0.879 -0.51
H -8.121 5.352 2.170 0.29
H -7.788 3.779 2.970 0.22
H -9.397 4.132 2.348 0.26
H -6.972 3.956 -0.793 0.35
H -6.918 5.339 0.286 0.43
H -4.753 4.007 0.037 0.38
H -5.640 3.880 2.955 0.31
H -4.030 4.125 2.295 0.29
H -5.247 5.396 2.125 0.36
H -5.697 1.854 -0.043 0.22
H -6.335 1.983 1.426 0.27
C -4.726 -4.604 -8.379 -0.63
O -5.552 -3.562 -7.882 -0.39
C -5.798 -3.623 -6.474 -0.86
C -4.665 -3.031 -5.604 0.90
C -3.450 -3.948 -5.480 -1.29
N -4.226 -1.722 -6.110 -0.66
H -4.887 -5.548 -7.851 0.29
H -3.677 -4.308 -8.324 0.23
H -4.969 -4.754 -9.435 0.26
H -6.699 -3.021 -6.307 0.39
H -6.050 -4.646 -6.168 0.40
H -5.068 -2.891 -4.593 -0.08
H -2.831 -3.952 -6.380 0.37
H -2.809 -3.618 -4.655 0.18
H -3.757 -4.978 -5.270 0.35
H -5.022 -1.085 -6.099 0.29
H -4.020 -1.835 -7.107 0.29
C 5.645 4.100 -1.708 -0.51
O 4.253 4.129 -1.431 -0.47
C 3.716 2.885 -0.973 -0.53
C 3.929 2.615 0.534 1.24
C 5.352 2.181 0.880 -1.55
N 3.577 3.789 1.347 -0.65
H 5.966 3.136 -2.113 0.08
H 6.211 4.345 -0.808 0.25
H 5.859 4.874 -2.451 0.30
H 2.636 2.948 -1.154 0.22
H 4.083 2.054 -1.588 0.30
H 3.263 1.790 0.817 -0.21
H 6.059 3.013 0.873 0.28
H 5.382 1.747 1.886 0.43
H 5.710 1.421 0.179 0.24
H 2.595 4.015 1.184 0.28
H 4.078 4.591 0.954 0.33
C 7.307 -0.961 -0.675 -0.78
O 7.395 0.275 -1.368 -0.27
C 8.227 0.241 -2.532 -0.81
C 7.534 -0.325 -3.793 0.33
C 7.402 -1.846 -3.785 -1.44
N 6.202 0.268 -3.988 -0.72
H 8.243 -1.525 -0.713 0.37
H 6.484 -1.556 -1.075 0.26
H 7.077 -0.745 0.372 0.25
H 8.491 1.286 -2.734 0.32
H 9.169 -0.279 -2.321 0.47
H 8.157 -0.060 -4.656 0.44
H 6.607 -2.197 -3.124 0.27
H 7.164 -2.212 -4.790 0.36
H 8.340 -2.318 -3.474 0.35
H 6.307 1.278 -4.090 0.29
H 5.693 0.166 -3.105 0.31
```

(2)
C29H79BO9P | the ωB97M-V functional and the def2-TZVPD basis

Computed properties:
Frontier orbital gap: 4.76 eV
Net charge: -1
Max |F|: 0.725 eV Å⁻¹
HOMO level: -2.62 eV
Spin multiplicity: 1

```
119
Properties=species:S:1:pos:R:3:mulliken_charge:R:1
C -2.900 -4.060 -4.090 -0.76
O -2.370 -2.949 -3.387 -0.44
B -1.240 -2.367 -3.953 0.33
O -0.223 -2.089 -3.035 -0.50
P -1.026 -1.843 -5.863 -0.40
H -2.129 -4.615 -4.632 0.35
H -3.647 -3.747 -4.826 0.30
H -3.361 -4.724 -3.353 0.20
H 0.598 -2.428 -3.408 0.25
H 0.479 -1.754 -5.646 -0.13
H -1.177 -0.398 -5.401 -0.10
H -2.510 -1.938 -6.090 -0.09
H -0.861 -3.298 -6.341 -0.02
H -0.844 -1.380 -7.253 0.01
C 0.419 -0.383 -0.024 -0.63
C 1.541 -0.449 -1.041 -0.36
O 2.505 0.591 -0.916 -0.46
C 3.215 0.626 0.303 0.14
C 4.080 -0.598 0.562 -0.87
H -0.102 0.574 -0.084 0.24
H -0.287 -1.184 -0.245 0.11
H 0.769 -0.510 1.004 0.29
H 1.106 -0.336 -2.031 0.33
H 2.027 -1.431 -1.013 0.25
H 2.536 0.803 1.146 0.08
H 3.851 1.512 0.227 0.25
H 3.488 -1.508 0.663 0.30
H 4.647 -0.469 1.486 0.35
H 4.778 -0.743 -0.262 -0.01
C 6.558 -0.003 -2.498 -1.12
C 7.730 0.446 -1.645 -0.32
O 8.698 -0.563 -1.397 -0.43
C 9.314 -1.123 -2.541 -0.33
C 10.069 -0.120 -3.398 -1.03
H 6.063 -0.862 -2.045 0.29
H 5.832 0.805 -2.587 0.39
H 6.865 -0.287 -3.505 0.36
H 7.378 0.736 -0.654 0.32
H 8.203 1.331 -2.087 0.30
H 8.582 -1.663 -3.152 0.30
H 10.008 -1.865 -2.144 0.35
H 9.406 0.629 -3.832 0.27
H 10.565 -0.639 -4.220 0.39
H 10.826 0.397 -2.805 0.29
C -1.897 -3.622 0.904 -0.81
C -3.381 -3.519 1.195 -0.31
O -3.758 -3.951 2.498 -0.32
C -3.165 -3.250 3.576 -0.65
C -3.467 -1.761 3.595 -0.79
H -1.543 -4.646 1.035 0.28
H -1.710 -3.319 -0.128 0.25
H -1.308 -2.970 1.552 0.20
H -3.939 -4.167 0.518 0.32
H -3.731 -2.497 1.017 0.22
H -2.082 -3.414 3.596 0.35
H -3.576 -3.722 4.470 0.38
H -3.052 -1.248 2.726 0.16
H -3.028 -1.308 4.486 0.41
H -4.544 -1.587 3.610 0.30
C 2.339 4.739 2.508 -1.06
C 1.883 3.760 3.577 0.22
O 2.445 2.469 3.446 -0.34
C 3.850 2.351 3.523 -0.02
C 4.449 2.758 4.858 -1.41
H 2.127 4.341 1.515 0.15
H 1.804 5.683 2.624 0.42
H 3.408 4.952 2.570 0.36
H 0.809 3.598 3.480 -0.20
H 2.063 4.174 4.577 0.30
H 4.329 2.898 2.702 0.34
H 4.028 1.289 3.344 0.18
H 4.299 3.819 5.067 0.31
H 5.523 2.569 4.853 0.43
H 3.997 2.186 5.669 0.31
C -5.768 -6.637 2.160 -0.80
C -5.467 -7.771 1.199 -0.45
O -6.612 -8.478 0.744 -0.43
C -7.571 -7.707 0.042 -0.32
C -7.041 -7.043 -1.217 -0.87
H -6.317 -7.007 3.028 0.33
H -4.840 -6.176 2.498 0.22
H -6.361 -5.849 1.694 0.25
H -4.857 -8.527 1.694 0.35
H -4.883 -7.400 0.348 0.29
H -8.022 -6.957 0.702 0.28
H -8.357 -8.418 -0.217 0.34
H -6.266 -6.307 -1.001 0.12
H -7.852 -6.524 -1.729 0.39
H -6.621 -7.787 -1.896 0.28
C -2.922 1.882 3.979 -0.99
C -2.409 3.313 3.980 -0.49
O -1.799 3.709 2.766 -0.33
C -2.613 3.658 1.606 0.25
C -3.830 4.564 1.657 -1.29
H -2.114 1.188 3.741 0.27
H -3.317 1.631 4.965 0.48
H -3.722 1.732 3.254 0.26
H -1.625 3.422 4.730 0.35
H -3.214 4.006 4.255 0.31
H -2.912 2.628 1.383 0.27
H -1.954 3.975 0.797 -0.18
H -4.530 4.270 2.440 0.34
H -4.360 4.518 0.704 0.41
H -3.531 5.597 1.837 0.31
C 0.387 5.039 -1.001 -1.01
C -0.650 5.225 -2.094 -0.63
O -1.310 6.483 -2.058 -0.42
C -0.481 7.620 -2.200 -0.30
C 0.293 7.668 -3.507 -1.04
H -0.067 5.178 -0.018 0.30
H 0.802 4.031 -1.054 0.43
H 1.216 5.742 -1.092 0.40
H -1.449 4.492 -1.978 0.37
H -0.203 5.049 -3.078 0.37
H 0.208 7.707 -1.351 0.28
H -1.164 8.468 -2.144 0.34
H 1.005 6.847 -3.594 0.27
H 0.856 8.601 -3.567 0.39
H -0.388 7.618 -4.358 0.29
```

(3)
C29H79Br8O28P7 | the ωB97M-V functional and the def2-TZVPD basis

Computed properties:
SMILES: COP(=O)(OC)OC.COP(=O)(OC)OC.COP(=O)(OC)OC.COP(=O)(OC)OC.COP(=O)(OC)OC.COP(=O)(OC)OC.COP(=O)(OC)OC.BrCCBr.BrCCBr.BrCCBr.BrCCBr
Frontier orbital gap: 10.30 eV
Net charge: 0
Max |F|: 4.893 eV Å⁻¹
HOMO level: -10.14 eV
Spin multiplicity: 1
Energy relative to the best compared isomer or geometry (same formula, charge and spin): 5.387 eV

```
151
Properties=species:S:1:pos:R:3:mulliken_charge:R:1
C 7.764 -2.862 -2.152 -0.69
O 8.089 -3.739 -1.082 -0.23
P 9.524 -3.691 -0.425 0.93
O 10.607 -3.993 -1.397 -0.66
O 9.542 -2.196 0.199 -0.24
C 10.229 -1.910 1.366 -0.72
O 9.382 -4.688 0.866 -0.29
C 8.712 -5.924 0.703 -0.63
H 8.563 -2.696 -2.875 0.33
H 7.531 -1.865 -1.777 0.27
H 6.937 -3.313 -2.699 0.24
H 9.507 -1.607 2.124 0.29
H 11.042 -1.192 1.257 0.29
H 10.782 -2.724 1.834 0.29
H 9.243 -6.753 1.171 0.27
H 8.520 -6.186 -0.337 0.32
H 7.788 -5.862 1.278 0.24
C -1.509 10.241 3.654 -0.68
O -0.947 9.051 3.066 -0.32
P -0.938 7.680 3.899 1.08
O -0.286 6.519 3.191 -0.70
O -2.437 7.363 4.377 -0.29
C -2.721 6.066 4.889 -0.69
O -0.215 8.048 5.293 -0.29
C 1.211 8.287 5.434 -0.71
H -0.867 11.117 3.556 0.28
H -1.687 10.149 4.725 0.31
H -2.460 10.518 3.199 0.29
H -3.000 6.108 5.942 0.26
H -1.952 5.319 4.694 0.33
H -3.613 5.701 4.380 0.25
H 1.724 7.702 6.197 0.28
H 1.354 9.353 5.612 0.27
H 1.801 7.982 4.569 0.32
C 0.663 -7.744 -4.996 -0.75
O 0.019 -8.483 -3.976 -0.32
P -1.018 -7.705 -2.929 1.06
O -1.850 -6.682 -3.623 -0.68
O -1.739 -8.927 -2.162 -0.30
C -3.114 -8.941 -1.995 -0.73
O -0.058 -7.149 -1.780 -0.29
C 1.030 -8.012 -1.324 -0.62
H 0.728 -8.351 -5.899 0.27
H 1.599 -7.271 -4.702 0.30
H 0.115 -6.858 -5.316 0.33
H -3.398 -9.149 -0.964 0.29
H -3.589 -9.755 -2.541 0.27
H -3.673 -8.026 -2.194 0.33
H 1.332 -8.750 -2.067 0.34
H 0.573 -8.480 -0.452 0.26
H 1.825 -7.419 -0.871 0.24
C -3.118 -5.031 4.916 -0.65
O -3.452 -3.698 5.166 -0.34
P -5.046 -3.419 5.469 1.00
O -5.658 -4.427 6.387 -0.64
O -5.178 -1.881 6.005 -0.30
C -6.270 -1.501 6.757 -0.72
O -5.667 -3.259 3.920 -0.27
C -7.085 -3.593 3.702 -0.57
H -3.981 -5.582 4.541 0.30
H -2.642 -5.595 5.718 0.26
H -2.408 -5.027 4.090 0.27
H -5.974 -1.178 7.755 0.27
H -7.098 -2.197 6.895 0.33
H -6.769 -0.701 6.211 0.31
H -7.160 -4.537 3.162 0.25
H -7.472 -2.816 3.044 0.25
H -7.669 -3.558 4.621 0.28
C 5.163 -3.722 5.609 -0.69
O 5.520 -4.970 6.007 -0.24
P 6.235 -5.193 7.442 0.93
O 5.446 -4.640 8.592 -0.66
O 6.552 -6.815 7.461 -0.27
C 5.552 -7.740 7.525 -0.69
O 7.674 -4.510 7.145 -0.20
C 8.762 -4.755 7.967 -0.67
H 4.102 -3.496 5.712 0.26
H 5.420 -3.653 4.552 0.26
H 5.738 -2.912 6.060 0.31
H 5.870 -8.441 8.296 0.26
H 5.485 -8.248 6.563 0.24
H 4.588 -7.331 7.829 0.35
H 9.711 -4.734 7.432 0.25
H 8.704 -5.772 8.355 0.29
H 8.902 -4.054 8.790 0.27
C 8.225 5.443 -2.975 -0.70
O 8.559 4.907 -1.703 -0.26
P 8.769 5.840 -0.431 1.04
O 9.326 7.218 -0.710 -0.69
O 7.268 5.907 0.183 -0.34
C 6.582 4.703 0.429 -0.66
O 9.548 4.852 0.628 -0.24
C 10.308 5.484 1.673 -0.77
H 8.751 4.796 -3.676 0.24
H 8.555 6.465 -3.160 0.34
H 7.168 5.356 -3.225 0.28
H 7.254 3.858 0.283 0.30
H 5.739 4.515 -0.235 0.27
H 6.241 4.661 1.463 0.28
H 9.738 5.631 2.591 0.31
H 10.717 6.471 1.460 0.34
H 11.151 4.883 2.014 0.26
C -5.663 8.339 -9.227 -0.65
O -4.690 7.889 -8.269 -0.37
P -5.075 7.277 -6.821 1.06
O -4.757 5.837 -6.661 -0.65
O -4.342 8.302 -5.773 -0.33
C -4.515 7.970 -4.392 -0.67
O -6.655 7.719 -6.679 -0.30
C -7.660 6.772 -6.977 -0.76
H -6.604 8.753 -8.864 0.28
H -6.028 7.471 -9.775 0.32
H -5.212 9.123 -9.836 0.28
H -5.077 8.742 -3.865 0.26
H -3.510 7.955 -3.971 0.26
H -5.003 7.017 -4.185 0.33
H -8.245 7.130 -7.824 0.28
H -8.384 6.740 -6.163 0.29
H -7.421 5.717 -7.107 0.35
Br -11.178 4.926 -0.675 -0.16
C -12.332 3.341 -0.961 -0.57
C -12.230 2.426 0.199 -0.62
Br -13.181 0.699 -0.139 -0.17
H -12.132 2.891 -1.933 0.40
H -13.370 3.656 -1.061 0.37
H -12.561 2.808 1.165 0.39
H -11.193 2.160 0.404 0.37
Br -2.194 -1.022 -9.911 -0.14
C -1.073 0.029 -8.778 -0.54
C 0.380 -0.344 -9.094 -0.63
Br 1.660 0.657 -8.058 -0.15
H -1.362 -0.119 -7.738 0.37
H -1.217 1.091 -8.979 0.35
H 0.635 -0.255 -10.150 0.39
H 0.450 -1.369 -8.731 0.35
Br 0.232 -0.591 -0.935 -0.17
C -1.421 0.099 -0.115 -0.51
C -2.528 0.227 -1.182 -0.61
Br -4.109 1.192 -0.458 -0.16
H -1.214 1.069 0.337 0.36
H -1.699 -0.543 0.721 0.35
H -2.897 -0.737 -1.530 0.36
H -2.283 0.736 -2.114 0.38
Br -10.819 -5.013 -3.670 -0.11
C -9.222 -4.613 -4.677 -0.66
C -8.431 -3.446 -4.192 -0.52
Br -9.274 -1.756 -4.769 -0.14
H -9.397 -4.672 -5.751 0.40
H -8.684 -5.544 -4.497 0.32
H -7.386 -3.550 -4.484 0.35
H -8.470 -3.486 -3.103 0.36
```